#one
Here is the molecule C2H3NO2 from the Open Molecules 2025 dataset. Energies are from ωB97M-V/def2-TZVPD.

```
8
Properties=species:S:1:pos:R:3:lowdin_charge:R:1
O -0.49198 -0.92380 -0.74278 0.011
C 0.71120 -0.53604 -0.52870 -0.304
N 0.73578 0.38698 0.37006 0.126
C -1.06707 0.25087 0.35288 -0.308
O -1.63523 -0.11396 1.32591 0.082
H 1.55009 -0.96097 -1.08335 0.142
H 1.56297 0.86948 0.69559 0.110
H -1.32261 1.06108 -0.33823 0.140
```

Output
- HOMO energy (eV) = -10.195

***

#two
Here is the molecule C2H3NO2 from the Open Molecules 2025 dataset. Energies are from ωB97M-V/def2-TZVPD.

```
8
Properties=species:S:1:pos:R:3:lowdin_charge:R:1
C 0.50919 0.13497 -0.41157 -0.518
C 0.38271 -0.99524 0.39967 0.190
N -0.61901 0.94687 -0.12310 -0.060
O 1.29800 0.44721 -1.28146 0.074
O -1.33095 0.70519 0.85317 -0.019
H -0.48433 -1.16979 1.00940 0.073
H 1.12391 -1.77269 0.33017 0.082
H -0.87952 1.70348 -0.77629 0.177
```

Output
- HOMO energy (alpha / beta) (eV) = -9.931 / -9.260

***

#three
Here is the molecule C2H3NO2 from the Open Molecules 2025 dataset. Energies are from ωB97M-V/def2-TZVPD.

```
8
Properties=species:S:1:pos:R:3:lowdin_charge:R:1
N 0.14912 0.50003 -1.16833 0.144
C 0.46377 -0.39045 -0.15214 -0.665
O 1.09482 -1.40394 -0.24868 0.091
C -0.59264 -0.17781 1.22610 0.078
O 0.53397 0.42310 1.18122 0.063
H 0.03365 0.01081 -2.04568 0.110
H -0.61040 1.13713 -0.97511 0.096
H -1.10044 -0.09084 2.20883 0.083
```

Output
- HOMO energy (eV) = -9.242

***

The structure with the least stability is #two.

***

#one
Here is the molecule C2H3NO2 from the Open Molecules 2025 dataset. Energies are from ωB97M-V/def2-TZVPD.

```
8
Properties=species:S:1:pos:R:3:lowdin_charge:R:1
H 0.21321 -2.28384 0.06234 0.066
N 0.38504 -1.29333 0.18513 0.115
C -0.18989 -0.49083 -0.53942 -0.173
O 0.18183 1.06225 -0.38381 -0.205
C 0.70410 2.44145 0.27214 -0.185
O 1.08764 3.25300 -0.46498 0.138
H -0.90898 -0.45030 -1.34059 0.113
H 0.54493 2.39166 1.34083 0.130
```

Output
- SMILES = [H]/N=C/OC=O
- HOMO energy (eV) = -10.309

***

#two
Here is a cluster of 2 separate species, C2H3NO2 in total from the Open Molecules 2025 dataset. Energies are from ωB97M-V/def2-TZVPD.

```
8
Properties=species:S:1:pos:R:3:lowdin_charge:R:1
C -2.49496 0.10244 0.19498 -0.437
C 1.01292 0.35718 0.17126 -0.008
N -2.86002 -1.04862 0.26850 0.187
O -2.00005 1.12046 0.04953 0.147
O 1.24869 1.61424 -0.02432 -0.068
H 1.72788 -0.09858 -0.44350 -0.024
H -3.56070 -1.52558 0.78682 0.069
H 0.61174 2.30754 0.35224 0.134
```

Output
- HOMO energy (eV) = -8.456

***

The structure with the least stability is #two.

***

#one
Here is a cluster of 2 separate species, C2H3NO2 in total from the Open Molecules 2025 dataset. Energies are from ωB97M-V/def2-TZVPD.

```
8
Properties=species:S:1:pos:R:3:lowdin_charge:R:1
C -0.24857 -0.77408 1.21766 -0.148
C 0.50442 -0.18859 0.09851 -0.113
N -1.01345 -1.06483 2.04068 0.188
O -1.02538 1.01527 -0.44739 -0.147
O 0.55777 -0.90594 -1.06745 0.062
H 1.27152 0.51133 0.22934 0.113
H -0.87408 1.89422 -0.22803 -0.045
H 0.82776 -0.48737 -1.84332 0.089
```

Output
- HOMO energy (eV) = -10.470

***

#two
Here is a cluster of 2 separate species, C2H3NO2 in total from the Open Molecules 2025 dataset. Energies are from ωB97M-V/def2-TZVPD.

```
8
Properties=species:S:1:pos:R:3:lowdin_charge:R:1
O 0.66970 -1.34240 1.80470 0.018
N 1.52344 -1.86031 1.20127 -0.122
O 2.58351 -1.07615 0.77996 -0.041
H 2.43547 -0.09519 1.02221 0.130
C -1.62030 0.15442 -0.25586 -0.004
C -1.12903 1.11585 0.24519 -0.015
H -2.17895 -0.58956 -0.78012 0.025
H -0.74170 2.08725 0.30498 0.010
```

Output
- SMILES = O=NO.C#C
- HOMO energy (eV) = -10.590

***

#three
Here is the molecule C2H3NO2 from the Open Molecules 2025 dataset. Energies are from ωB97M-V/def2-TZVPD.

```
8
Properties=species:S:1:pos:R:3:lowdin_charge:R:1
O 1.74357 1.32474 0.74453 -0.051
C 0.58287 0.63160 0.65504 -0.307
N -0.60274 0.83887 0.13525 0.148
C -0.25013 -0.57777 0.33435 -0.302
O 0.12310 -1.34531 -0.70339 0.067
H -0.81435 1.13049 -0.87505 0.182
H -0.70422 -1.06407 1.24513 0.162
H -0.07810 -0.93855 -1.53585 0.101
```

Output
- SMILES = O=C1N[C@H]1O
- HOMO energy (eV) = -9.459

***

#four
Here is the molecule C2H3NO2 from the Open Molecules 2025 dataset. Energies are from ωB97M-V/def2-TZVPD.

```
8
Properties=species:S:1:pos:R:3:lowdin_charge:R:1
O 2.07501 -0.87781 -0.62774 0.043
C 0.98932 -0.35295 -0.55757 -0.368
N 0.23090 -0.09260 0.54667 0.076
C -1.08974 0.42946 0.29302 -0.290
O -2.08089 -0.21330 0.43405 0.112
H 0.43731 -0.01594 -1.44656 0.134
H 0.53209 -0.33122 1.48585 0.155
H -1.10440 1.48136 -0.05213 0.139
```

Output
- SMILES = O=CNC=O
- HOMO energy (eV) = -10.512

***

The structure with the least stability is #two.

***

#one
Here is the molecule C2H3NO2 from the Open Molecules 2025 dataset. Energies are from ωB97M-V/def2-TZVPD.

```
8
Properties=species:S:1:pos:R:3:lowdin_charge:R:1
C 0.46627 0.30347 0.12311 -0.540
C -1.00749 -0.04228 0.01103 -0.034
N 0.99216 1.39436 0.10792 0.283
O 1.26843 -0.84325 0.04854 -0.071
O 2.48591 -0.49931 -0.07142 0.022
H -1.45644 0.76982 -0.70388 0.107
H -1.21933 -1.10409 -0.54891 0.136
H -1.52950 0.02128 1.03361 0.098
```

Output
- HOMO energy (alpha / beta) (eV) = -10.736 / -10.829

***

#two
Here is the molecule C2H3NO2 from the Open Molecules 2025 dataset. Energies are from ωB97M-V/def2-TZVPD.

```
8
Properties=species:S:1:pos:R:3:lowdin_charge:R:1
C 1.33823 -0.38329 0.52498 0.035
C 0.51172 -0.22043 -0.62806 -0.334
N -1.65350 0.65736 -0.04235 0.133
O 1.13069 0.88802 -0.02880 0.016
O -0.84274 -0.42742 -0.28518 -0.125
H 1.09589 -0.40842 1.62398 0.125
H 0.89371 -0.42801 -1.54941 0.122
H -2.47400 0.32219 0.38483 0.027
```

Output
- HOMO energy (alpha / beta) (eV) = -9.469 / -8.933

***

#three
Here is a cluster of 2 separate species, C2H3NO2 in total from the Open Molecules 2025 dataset. Energies are from ωB97M-V/def2-TZVPD.

```
8
Properties=species:S:1:pos:R:3:lowdin_charge:R:1
O 1.31957 1.14009 -0.03483 0.035
C 1.67377 -0.02097 -0.10423 -0.363
O 0.96013 -1.20195 0.02062 0.014
H 2.75280 -0.40027 -0.35296 0.157
H 0.11982 -0.99962 0.50229 0.064
C -2.25024 0.49638 -0.06924 -0.062
N -2.03369 -0.59825 0.18811 0.060
H -2.54216 1.58459 -0.14977 0.096
```

Output
- SMILES = O=CO.C#N
- HOMO energy (eV) = -10.893

***

The structure with the least stability is #two.

***

#one
Here is the molecule C2H3NO2 from the Open Molecules 2025 dataset. Energies are from ωB97M-V/def2-TZVPD.

```
8
Properties=species:S:1:pos:R:3:lowdin_charge:R:1
O 0.90202 1.73509 -0.07063 0.086
C 0.08605 1.07946 -0.64601 -0.316
N -0.38904 -0.16302 -0.22612 0.082
C 0.14678 -0.90262 0.82426 -0.323
O 0.84776 -0.51636 1.71283 0.083
H -0.37154 1.38830 -1.60103 0.130
H -1.06265 -0.65559 -0.78709 0.127
H -0.15938 -1.96526 0.79378 0.130
```

Output
- SMILES = O=CNC=O
- HOMO energy (eV) = -10.061

***

#two
Here is a cluster of 2 separate species, C2H3NO2 in total from the Open Molecules 2025 dataset. Energies are from ωB97M-V/def2-TZVPD.

```
8
Properties=species:S:1:pos:R:3:lowdin_charge:R:1
C -1.59193 0.38099 -0.32066 0.148
C -0.38709 -0.17758 0.17091 -0.351
N 2.49459 -0.54855 0.29567 0.037
O 3.22406 0.14632 -0.26948 -0.026
O 0.55578 0.50360 0.56444 -0.044
H -2.40208 -0.31098 -0.48083 0.070
H -1.62067 1.36478 -0.32070 0.019
H -0.27266 -1.35858 0.36064 0.148
```

Output
- HOMO energy (alpha / beta) (eV) = -10.226 / -7.835

***

#three
Here is a structure of composition C2H3NO2 from the Open Molecules 2025 dataset. Energies are from ωB97M-V/def2-TZVPD.

```
8
Properties=species:S:1:pos:R:3:lowdin_charge:R:1
C -0.97663 0.08623 0.16411 -0.330
C 0.82847 0.72287 0.06492 0.014
N -0.34307 -1.07354 0.05583 0.062
O -2.09655 0.58431 0.11279 0.058
O 1.01660 -0.70045 0.22032 -0.130
H 0.90688 1.08989 -1.07243 0.138
H 1.33728 1.26889 0.71187 0.024
H -0.67298 -1.97822 -0.25741 0.165
```

Output
- HOMO energy (eV) = -9.319

***

The structure with the least stability is #two.

***

#one
Here is the ion C5H9N with charge +1 from the Open Molecules 2025 dataset. Energies are from ωB97M-V/def2-TZVPD.

```
15
Properties=species:S:1:pos:R:3:lowdin_charge:R:1
C 1.74965 1.06938 -0.56451 -0.042
N 0.38555 1.12929 0.04103 0.080
C 0.04632 -0.27391 0.38046 -0.349
C 0.86654 -1.00310 1.19416 0.242
C -1.98775 -0.15554 -0.93263 -0.029
C -1.18590 -0.86032 0.10290 0.076
H 2.11042 0.15013 -1.01782 0.092
H 2.09221 1.90379 -1.17248 0.098
H 1.77842 1.04620 0.56521 0.106
H -2.48908 0.76404 -0.55161 0.139
H 0.55694 -1.98782 1.48285 0.101
H 1.79329 -0.62176 1.62691 0.113
H -2.68359 -0.85379 -1.45350 0.115
H -1.27426 0.23461 -1.68292 0.102
H -1.66275 -1.50488 0.85633 0.157
```

Output
- 2S+1 = 2
- HOMO energy (alpha / beta) (eV) = -13.700 / -15.321
- charge = +1

***

#two
Here is the ion C5H9N with charge +1 from the Open Molecules 2025 dataset. Energies are from ωB97M-V/def2-TZVPD.

```
15
Properties=species:S:1:pos:R:3:lowdin_charge:R:1
C -1.68904 -1.68323 0.64498 -0.059
C -0.42315 -0.89737 1.01605 -0.201
C 0.00306 0.06449 -0.00849 0.044
C 1.32604 0.22501 -0.43850 -0.042
N 1.77397 1.16773 -1.27875 0.107
C 1.41471 2.38016 -1.35076 0.112
H -2.27014 -1.24838 -0.16044 0.080
H -2.28779 -1.86694 1.53018 0.086
H -1.46841 -2.66475 0.21925 0.089
H 0.42998 -1.51098 1.28257 0.124
H -0.70958 -0.22740 1.82818 0.146
H -0.70495 0.78945 -0.38952 0.138
H 2.06956 -0.49817 -0.12300 0.145
H 1.70783 3.04610 -2.16293 0.113
H 0.82792 2.92430 -0.60883 0.118
```

Output
- 2S+1 = 2
- HOMO energy (alpha / beta) (eV) = -14.912 / -16.030
- charge = +1

***

The structure with the least stability is #one.

***

#one
Here is a cluster of 4 separate species, CH9NO3 in total from the Open Molecules 2025 dataset. Energies are from ωB97M-V/def2-TZVPD.

```
14
Properties=species:S:1:pos:R:3:lowdin_charge:R:1
N 0.93094 2.37407 -2.02752 0.115
C 0.58581 1.48372 -1.08867 0.081
O -1.13441 -0.47385 -0.03167 -0.058
H 0.57983 3.30968 -1.80274 0.144
H 0.63217 2.10491 -2.95941 0.128
H 1.31370 1.57091 -0.26845 0.146
H 0.52307 0.56189 -1.64776 0.105
H -0.54432 -1.24131 -0.21546 0.038
H -0.62971 -1.92015 2.30739 -0.062
H -1.66452 -0.82651 2.29775 -0.030
O -1.33891 -1.48326 2.91866 -0.161
H 0.93510 -3.22456 1.35190 -0.059
H -0.52132 0.23985 -0.16928 -0.065
O 0.33257 -2.47540 1.33526 -0.322
```

Output
- HOMO energy (eV) = -7.434

***

#two
Here is a cluster of 3 separate species, CH9NO3 in total from the Open Molecules 2025 dataset. Energies are from ωB97M-V/def2-TZVPD.

```
14
Properties=species:S:1:pos:R:3:lowdin_charge:R:1
N 1.32828 1.34274 0.13571 0.025
C 1.46626 0.77964 -1.16697 -0.341
O 0.45415 -0.23734 -1.36983 -0.085
H 1.94309 2.08991 0.34972 0.062
H 0.35492 1.55408 0.32790 0.078
H 2.40601 0.24099 -1.29966 0.112
H 1.33581 1.45321 -2.01883 0.111
H 0.44660 -0.65793 -0.50121 0.055
O -2.57220 -0.51427 -0.02083 -0.056
H -1.80916 -0.36130 -0.58283 0.011
H -2.54010 0.12356 0.71174 0.053
O -0.58232 -1.98368 1.66593 -0.063
H -0.83376 -1.88065 2.59697 0.044
H -1.39759 -1.94896 1.17219 -0.005
```

Output
- SMILES = NCO.O.O
- HOMO energy (eV) = -9.656

***

The structure with the least stability is #one.

***

#one
Here is the ion C8H10N3O with charge +1 from the Open Molecules 2025 dataset. Energies are from ωB97M-V/def2-TZVPD.

```
22
Properties=species:S:1:pos:R:3:lowdin_charge:R:1
C 1.59785 -1.92230 -0.12914 0.069
C 0.19389 -1.66447 -0.23550 0.087
C 0.05761 -0.09198 -0.18142 -0.322
N -0.66488 0.41186 -1.22459 0.036
C -2.01940 0.04553 -0.96589 -0.134
C -2.28626 0.43561 0.57198 -0.093
N -0.95769 0.46774 1.17505 0.132
C 1.41219 0.36867 0.03348 -0.128
C 2.18294 1.47145 0.12558 0.019
O 3.49250 1.07842 0.08975 0.010
N 3.58250 -0.26355 0.02683 0.158
C 2.35835 -0.71089 0.02238 -0.230
H 2.01637 -2.91953 -0.23095 0.124
H -0.60223 -2.40754 -0.31039 0.113
H -0.48400 1.43048 -1.59446 0.218
H -2.17148 -1.08615 -0.99474 0.137
H -2.72929 0.54175 -1.55211 0.108
H -2.77419 1.35859 0.52627 0.103
H -2.84056 -0.26807 1.21671 0.141
H -0.63076 1.37863 1.34825 0.131
H -0.69162 -0.14877 1.96027 0.183
H 1.95816 2.49452 0.32262 0.137
```

Output
- SMILES = C1=C[C@]2(NCC[NH2+]2)c2conc21
- HOMO energy (eV) = -13.251
- charge = +1

***

#two
Here is the ion C8H10N3O with charge +1 from the Open Molecules 2025 dataset. Energies are from ωB97M-V/def2-TZVPD.

```
22
Properties=species:S:1:pos:R:3:lowdin_charge:R:1
N -3.08776 -0.48918 -0.44947 0.056
N -1.82909 0.01347 -0.17574 -0.112
C -0.82516 -1.07763 0.04777 -0.108
O -1.29735 -2.28211 -0.00329 0.204
C 0.52108 -0.59339 0.00292 -0.101
C 1.58201 -1.53236 -0.00848 0.009
C 2.91807 -1.11275 0.08784 -0.042
C 3.21600 0.26083 -0.02662 -0.002
C 2.15993 1.11881 -0.27411 -0.004
C 0.84707 0.77089 -0.06120 -0.161
N -0.18993 1.72689 0.00175 0.073
C -1.55314 1.39773 0.27425 -0.147
H -3.65916 -0.01583 -1.13780 0.119
H -3.69827 -0.41784 0.41523 0.141
H -2.25397 -2.22852 0.08762 0.125
H 1.23528 -2.61079 0.04017 0.149
H 3.73964 -1.92927 0.15522 0.149
H 4.13337 0.76394 -0.05433 0.108
H 2.29916 2.10273 -0.43327 0.090
H -0.01554 2.66328 0.36602 0.159
H -1.93081 1.33508 1.32455 0.135
H -2.31141 2.13601 -0.17902 0.159
```

Output
- SMILES = N[N+]1=C(O)c2ccccc2NC1
- HOMO energy (alpha / beta) (eV) = -12.270 / -12.269
- charge = +1

***

The structure with the least stability is #one.